Entry 1:
{
  "formula": "C28H24N5O2S4Ti",
  "method": "wB97M-V/def2-TZVPD",
  "symbols": ["Ti", "S", "C", "C", "C", "C", "C", "C", "C", "C", "C", "N", "H", "H", "H", "H", "H", "H", "C", "C", "O", "C", "C", "C", "C", "C", "C", "O", "H", "H", "H", "H", "H", "H", "H", "C", "N", "C", "C", "N", "H", "H", "H", "H", "H", "H", "S", "C", "S", "C", "N", "N", "C", "C", "C", "C", "C", "C", "S", "H", "H", "H", "H", "H"],
  "coordinates": [[-0.008, 0.571, 0.847], [4.304, 0.314, 2.102], [3.414, 0.487, 3.555], [2.068, 0.568, 3.334], [1.738, 0.500, 1.955], [2.863, 0.353, 1.180], [2.792, 0.344, -0.272], [3.881, 0.192, -1.121], [3.682, 0.286, -2.485], [2.408, 0.531, -2.972], [1.363, 0.631, -2.071], [1.542, 0.518, -0.749], [3.931, 0.509, 4.497], [1.342, 0.683, 4.127], [4.867, 0.021, -0.714], [4.518, 0.176, -3.161], [2.208, 0.616, -4.029], [0.342, 0.781, -2.390], [-0.764, -3.592, 1.063], [-0.797, -2.178, 1.545], [-0.273, -1.319, 0.771], [-1.365, -1.804, 2.800], [-1.936, -2.790, 3.645], [-2.500, -2.451, 4.846], [-2.515, -1.103, 5.239], [-1.974, -0.114, 4.453], [-1.387, -0.453, 3.225], [-0.879, 0.499, 2.480], [-0.322, -3.639, 0.071], [-1.770, -4.009, 1.037], [-0.173, -4.197, 1.752], [-1.925, -3.825, 3.340], [-2.934, -3.205, 5.483], [-2.962, -0.833, 6.186], [-1.991, 0.923, 4.750], [0.297, 6.005, -0.031], [-0.484, 5.004, 0.693], [-1.901, 5.263, 0.943], [-0.049, 3.788, 0.743], [0.331, 2.695, 0.802], [0.168, 6.963, 0.471], [-0.043, 6.078, -1.066], [1.348, 5.729, -0.004], [-1.981, 6.206, 1.481], [-2.308, 4.460, 1.553], [-2.448, 5.317, -0.001], [-3.887, -2.214, -4.181], [-3.141, -1.246, -3.086], [-4.011, -0.169, -2.009], [-2.522, 0.271, -1.250], [-1.481, -0.319, -1.735], [-1.826, -1.148, -2.774], [-0.748, -1.827, -3.402], [-0.695, -1.932, -4.782], [0.386, -2.575, -5.364], [1.405, -3.097, -4.583], [1.352, -2.963, -3.202], [0.275, -2.329, -2.607], [-2.375, 1.386, 0.069], [-1.488, -1.524, -5.390], [0.424, -2.668, -6.440], [2.236, -3.607, -5.048], [2.150, -3.351, -2.586], [0.231, -2.189, -1.534]],
  "largest_force_ev_per_a": 0.7,
  "relative_energy_kj_mol": 57.9,
  "orbital_gap_ev": 5.577,
  "energy_ev": -107423.65936,
  "total_charge": 1
}

Entry 2:
{
  "formula": "C19H19N2O3",
  "method": "wB97M-V/def2-TZVPD",
  "symbols": ["C", "C", "O", "C", "C", "C", "N", "C", "C", "C", "C", "C", "C", "C", "O", "H", "H", "H", "H", "H", "H", "H", "H", "H", "H", "H", "H", "H", "H", "C", "C", "C", "C", "N", "C", "O", "C", "C", "H", "H", "H", "H", "H"],
  "coordinates": [[4.226, 1.922, 0.089], [3.371, 1.666, 1.299], [2.309, 0.726, 0.928], [1.212, 0.818, 1.683], [0.283, -0.377, 1.589], [-0.774, -0.432, 2.609], [0.736, -1.383, 0.902], [0.386, -2.636, 0.935], [1.106, -3.646, 0.193], [0.755, -5.016, 0.289], [1.467, -5.974, -0.425], [2.539, -5.589, -1.246], [2.896, -4.235, -1.342], [2.193, -3.269, -0.618], [0.940, 1.763, 2.411], [5.127, 2.459, 0.399], [4.521, 0.995, -0.414], [3.682, 2.557, -0.620], [3.949, 1.207, 2.113], [2.914, 2.593, 1.662], [-0.958, 0.596, 2.944], [-1.687, -0.888, 2.215], [-0.446, -1.025, 3.480], [-0.458, -2.972, 1.562], [-0.078, -5.296, 0.937], [1.189, -7.026, -0.349], [3.093, -6.344, -1.808], [3.723, -3.930, -1.983], [2.465, -2.214, -0.655], [-4.734, 4.612, -2.272], [-3.707, 5.115, -1.457], [-2.878, 4.237, -0.755], [-3.055, 2.850, -0.863], [-2.173, 2.000, -0.138], [-2.079, 0.782, -0.068], [-2.120, -0.396, -0.129], [-4.083, 2.348, -1.673], [-4.915, 3.227, -2.377], [-5.383, 5.299, -2.820], [-3.551, 6.191, -1.364], [-2.073, 4.588, -0.107], [-4.220, 1.267, -1.745], [-5.710, 2.829, -3.009]],
  "largest_force_ev_per_a": 3.6,
  "orbital_gap_ev": 4.950,
  "energy_ev": -29134.27656,
  "total_charge": -1
}

Entry 3:
{
  "formula": "C2H3IN",
  "method": "wB97M-V/def2-TZVPD",
  "symbols": ["C", "C", "N", "I", "H", "H", "H"],
  "coordinates": [[-1.415, -0.355, 0.604], [2.047, 1.803, -0.521], [1.325, 1.202, 0.113], [-3.295, 0.130, -0.041], [-0.761, -0.061, -0.164], [-1.333, -1.004, 1.546], [2.959, 2.183, -0.870]],
  "largest_force_ev_per_a": 4.0,
  "relative_energy_kj_mol": 219.5,
  "orbital_gap_ev": [7.997, 7.997],
  "energy_ev": -11702.10115,
  "total_charge": 1
}